# 1
Here is a cluster of 2 separate species, C3H11NO2S in total at a distorted geometry from OMol25. Energies are from ωB97M-V/def2-TZVPD.

The value obtained for the total energy is -19708.0384 eV. As for the HOMO energy: -0.338 Ha. As for the charge: 0. As for the structure (SMILES): OCNCCS.O. Its LUMO energy is 0.528 eV. The calculation puts the frontier orbital gap at 9.72 eV.

XYZ file:
```
18
Properties=species:S:1:pos:R:3:lowdin_charge:R:1
C 0.143 -0.366 0.331 -0.316
C -0.088 -0.727 1.853 -0.530
S -1.830 -0.641 2.525 0.678
N 1.568 -0.350 0.009 -0.077
C 1.885 -0.590 -1.439 -0.320
O 1.070 0.122 -2.276 -0.039
H -0.246 0.657 0.213 0.091
H -0.534 -0.966 -0.325 0.121
H 0.187 -1.766 1.977 0.033
H 0.769 -0.190 2.473 0.119
H -2.530 -0.651 1.424 -0.197
H 2.137 -1.051 0.496 0.111
H 1.722 -1.728 -1.529 0.137
H 2.897 -0.295 -1.735 0.116
H 0.801 0.845 -1.709 0.079
H -3.142 3.020 -1.238 0.085
H -2.298 1.868 -0.590 0.014
O -2.510 2.810 -0.459 -0.107
```



# 2
Here is a cluster of 8 separate species, C32H40NO26 in total at a distorted geometry from OMol25. Energies are from ωB97M-V/def2-TZVPD.

The value obtained for the total energy is -88557.8088 eV. As for the HOMO energy: -0.150 Ha. As for the charge: -1. Its LUMO energy is 1.512 eV. The calculation puts the frontier orbital gap at 5.59 eV.

XYZ file:
```
99
Properties=species:S:1:pos:R:3:lowdin_charge:R:1
O -0.935 -3.104 0.937 -0.067
C -1.951 -3.301 0.237 -0.669
O -3.112 -3.534 0.770 -0.152
C -1.870 -3.311 -1.359 -0.087
N -0.469 -3.212 -1.841 -0.120
C -0.196 -4.126 -2.949 -0.199
O 0.629 -5.226 -2.460 -0.096
C 1.720 -4.672 -1.736 -0.241
C 2.829 -4.084 -2.533 -0.021
C 3.929 -3.488 -1.755 -0.111
C 3.954 -3.466 -0.281 -0.108
C 2.863 -4.069 0.481 -0.046
C 1.753 -4.674 -0.264 0.017
C -0.095 -1.846 -2.245 -0.084
C -0.704 -0.706 -1.365 -0.456
O -1.581 -0.021 -1.864 0.053
O -0.341 -0.431 -0.084 0.111
H -2.234 -4.343 -1.646 0.124
H -2.585 -2.588 -1.836 0.111
H 0.398 -3.616 -3.770 0.121
H -1.107 -4.552 -3.442 0.135
H 2.822 -4.092 -3.647 0.100
H 4.760 -3.012 -2.330 0.086
H 4.812 -2.993 0.261 0.091
H 2.798 -4.083 1.615 0.094
H 0.868 -5.150 0.224 0.115
H -0.275 -1.624 -3.341 0.134
H 1.030 -1.775 -2.119 0.109
H 0.602 -0.634 0.077 0.109
C -4.668 -0.263 -1.944 -0.136
C -6.048 0.321 -1.911 -0.123
O -6.266 0.692 -3.272 0.042
C -5.450 -0.083 -4.041 -0.575
O -5.506 -0.141 -5.232 0.139
O -4.568 -0.776 -3.278 0.064
H -4.534 -1.059 -1.211 0.144
H -3.891 0.487 -1.796 0.091
H -6.807 -0.410 -1.617 0.134
H -6.118 1.186 -1.253 0.117
C -2.444 3.480 -2.528 -0.111
C -3.120 3.032 -3.785 -0.101
O -3.319 4.256 -4.495 0.075
C -2.396 5.140 -4.038 -0.561
O -2.177 6.204 -4.533 0.142
O -1.750 4.659 -2.940 0.044
H -1.748 2.735 -2.140 0.134
H -3.154 3.744 -1.741 0.121
H -2.489 2.373 -4.387 0.145
H -4.068 2.533 -3.591 0.131
C 3.373 1.250 -3.522 -0.125
C 2.247 1.936 -2.800 -0.118
O 1.757 0.917 -1.937 0.054
C 2.770 0.030 -1.739 -0.542
O 2.745 -0.851 -0.938 0.159
O 3.813 0.281 -2.576 0.068
H 4.180 1.933 -3.784 0.133
H 3.038 0.734 -4.426 0.135
H 2.590 2.779 -2.194 0.135
H 1.465 2.282 -3.476 0.135
C 3.453 -2.041 4.390 -0.116
C 4.793 -2.192 5.052 -0.147
O 4.967 -3.604 5.101 0.052
C 4.194 -4.141 4.119 -0.557
O 4.236 -5.283 3.782 0.153
O 3.370 -3.208 3.571 0.042
H 3.385 -1.137 3.786 0.136
H 2.630 -2.053 5.104 0.123
H 5.603 -1.756 4.460 0.132
H 4.816 -1.764 6.050 0.114
C 2.958 -5.462 9.187 -0.129
C 2.292 -5.870 7.903 -0.120
O 2.145 -4.631 7.217 0.081
C 3.081 -3.783 7.709 -0.525
O 3.337 -2.721 7.233 0.140
O 3.689 -4.300 8.809 0.070
H 3.624 -6.231 9.576 0.133
H 2.239 -5.190 9.965 0.132
H 2.915 -6.536 7.300 0.139
H 1.324 -6.342 8.065 0.136
C 0.349 7.692 -2.444 -0.124
C 0.230 7.671 -0.947 -0.128
O 1.553 7.351 -0.527 0.061
C 2.397 7.727 -1.526 -0.561
O 3.583 7.751 -1.429 0.157
O 1.710 8.070 -2.648 0.063
H -0.326 8.409 -2.908 0.137
H 0.184 6.709 -2.890 0.122
H -0.046 8.646 -0.534 0.131
H -0.482 6.924 -0.596 0.129
C -5.177 4.772 1.774 -0.130
C -3.759 5.103 1.401 -0.134
O -3.200 3.827 1.110 0.060
C -4.229 3.002 0.774 -0.549
O -4.093 1.911 0.316 0.181
O -5.432 3.586 1.029 0.063
H -5.878 5.560 1.501 0.133
H -5.290 4.551 2.839 0.135
H -3.697 5.729 0.506 0.130
H -3.216 5.590 2.211 0.134
```



# 3
Here is a structure of composition C7H12N2 at a distorted geometry from OMol25. Energies are from ωB97M-V/def2-TZVPD.

The value obtained for the total energy is -10432.1706 eV. As for the HOMO energy: -0.306 Ha. As for the charge: 0. Its LUMO energy is 0.966 eV. The calculation puts the frontier orbital gap at 9.30 eV.

XYZ file:
```
21
Properties=species:S:1:pos:R:3:lowdin_charge:R:1
C 0.973 0.115 0.005 -0.493
C 0.271 -0.905 -0.851 -0.128
C -1.117 -0.959 -0.256 -0.221
C -1.860 0.293 -0.646 -0.163
C 0.064 1.484 -0.113 -0.111
C -0.945 -0.246 1.089 -0.244
C 0.541 -0.308 1.461 -0.054
H 2.815 -0.467 0.114 0.057
H 2.536 0.187 -1.263 0.100
H 0.391 -0.623 -1.911 0.126
H 0.812 -1.879 -0.826 0.128
H -1.573 -1.947 -0.299 0.136
H -1.733 0.730 -1.647 0.116
H -2.983 0.319 -0.433 0.134
H 0.545 2.257 0.476 0.107
H -0.004 1.933 -1.091 0.109
H -1.684 -0.443 1.893 0.151
H 0.878 -1.316 1.800 0.124
H 0.909 0.334 2.308 0.129
N 2.385 0.370 -0.229 0.072
N -1.220 1.073 0.419 -0.074
```



# 4
Here is the molecule C4H5NO3 at a distorted geometry from OMol25. Energies are from ωB97M-V/def2-TZVPD.

The value obtained for the total energy is -11859.1813 eV. As for the HOMO energy: -0.330 Ha. As for the charge: 0. As for the structure (SMILES): O=C1NC=COCO1. Its LUMO energy is 0.613 eV. The calculation puts the frontier orbital gap at 9.58 eV.

XYZ file:
```
13
Properties=species:S:1:pos:R:3:lowdin_charge:R:1
C 1.340 0.003 -0.046 -0.575
C -0.940 1.411 0.033 -0.088
C -1.861 0.512 -0.106 -0.211
C -0.568 -1.238 0.450 -0.178
H 1.294 1.813 0.570 0.247
H -1.198 2.387 0.547 0.139
H -2.866 0.849 -0.186 0.120
H -0.592 -2.253 0.439 0.127
H -0.529 -0.702 1.314 0.126
N 0.507 1.145 -0.059 0.084
O 2.543 0.128 -0.045 0.099
O -1.638 -0.766 -0.269 0.028
O 0.659 -1.142 -0.218 0.081
```



Please write out number 3 again, unchanged.
Here is a structure of composition C7H12N2 at a distorted geometry from OMol25. Energies are from ωB97M-V/def2-TZVPD.

The value obtained for the total energy is -10432.1706 eV. As for the HOMO energy: -0.306 Ha. As for the charge: 0. Its LUMO energy is 0.966 eV. The calculation puts the frontier orbital gap at 9.30 eV.

XYZ file:
```
21
Properties=species:S:1:pos:R:3:lowdin_charge:R:1
C 0.973 0.115 0.005 -0.493
C 0.271 -0.905 -0.851 -0.128
C -1.117 -0.959 -0.256 -0.221
C -1.860 0.293 -0.646 -0.163
C 0.064 1.484 -0.113 -0.111
C -0.945 -0.246 1.089 -0.244
C 0.541 -0.308 1.461 -0.054
H 2.815 -0.467 0.114 0.057
H 2.536 0.187 -1.263 0.100
H 0.391 -0.623 -1.911 0.126
H 0.812 -1.879 -0.826 0.128
H -1.573 -1.947 -0.299 0.136
H -1.733 0.730 -1.647 0.116
H -2.983 0.319 -0.433 0.134
H 0.545 2.257 0.476 0.107
H -0.004 1.933 -1.091 0.109
H -1.684 -0.443 1.893 0.151
H 0.878 -1.316 1.800 0.124
H 0.909 0.334 2.308 0.129
N 2.385 0.370 -0.229 0.072
N -1.220 1.073 0.419 -0.074
```



Look up the charge of the fourth one.
0